Computed, not measured: a 2-piece molecular cluster, CH4N2O2S overall in a non-equilibrium geometry, with the ωB97M-V functional and the def2-TZVPD basis.

Atoms and positions in Å:
C 1.19 -1.44 -0.34
N 0.82 -2.56 -0.20
N -1.19 0.49 -0.09
O 1.56 -0.33 -0.32
O -1.15 0.42 1.33
S -0.58 1.78 -0.81
H -0.58 2.87 -0.04
H -0.19 -2.66 -0.38
H -0.80 -0.45 1.45
H 0.91 1.88 -0.59

Electronic energy in eV: -19007.8235
Largest force on an atom in eV/Å: 4.232
2S+1: 1
M in g/mol: 108.122